[1]
ORCA calculation (ωB97M-V/def2-TZVPD) on 14 unconnected molecules or ions with the total composition C84H210N13O4P at a distorted geometry.

Last column: Löwdin charge in e.
Element x y z (Å)
C  -3.394  3.162  -4.844  -0.082
C  -2.246  2.316  -4.327  -0.252
N  -1.005  3.065  -4.509  -0.171
C  -0.546  2.866  -5.923  -0.235
C  0.522  3.852  -6.400  -0.086
C  0.058  2.769  -3.557  -0.240
C  -0.340  3.480  -2.276  -0.094
H  -3.683  3.835  -4.036  0.059
H  -4.283  2.596  -5.121  0.066
H  -3.142  3.876  -5.628  0.074
H  -2.484  2.089  -3.288  0.089
H  -2.150  1.363  -4.846  0.093
H  -0.114  1.869  -6.011  0.096
H  -1.395  2.846  -6.606  0.107
H  1.552  3.576  -6.173  0.054
H  0.386  3.945  -7.478  0.068
H  0.396  4.870  -6.033  0.075
H  1.034  3.184  -3.810  0.107
H  0.174  1.711  -3.324  0.091
H  -1.348  3.336  -1.886  0.054
H  -0.401  4.563  -2.383  0.078
H  0.383  3.359  -1.470  0.052
C  4.353  1.102  2.956  -0.056
C  3.001  1.637  3.498  -0.238
N  3.155  3.016  3.971  -0.168
C  3.318  3.952  2.864  -0.259
C  3.539  5.390  3.350  -0.082
C  2.001  3.366  4.873  -0.210
C  2.129  2.632  6.241  -0.075
H  4.851  1.764  2.247  0.040
H  4.138  0.143  2.485  0.046
H  4.994  0.871  3.807  0.079
H  2.241  1.700  2.719  0.091
H  2.694  0.936  4.274  0.095
H  4.171  3.680  2.242  0.084
H  2.451  3.992  2.205  0.085
H  3.932  5.971  2.515  0.071
H  2.644  5.892  3.717  0.056
H  4.241  5.368  4.184  0.079
H  1.040  3.160  4.402  0.096
H  2.040  4.427  5.119  0.096
H  1.888  1.578  6.106  0.042
H  1.412  2.996  6.977  0.061
H  3.134  2.767  6.640  0.078
C  4.719  -1.745  0.397  -0.080
C  6.146  -2.019  0.829  -0.287
N  7.041  -1.789  -0.265  -0.173
C  8.347  -2.394  0.126  -0.257
C  9.307  -2.621  -1.001  -0.098
C  7.089  -0.428  -0.829  -0.226
C  7.569  0.619  0.162  -0.078
H  4.036  -2.163  1.137  0.056
H  4.480  -2.222  -0.553  0.074
H  4.501  -0.691  0.229  0.052
H  6.428  -1.503  1.747  0.110
H  6.226  -3.075  1.089  0.109
H  8.767  -1.776  0.920  0.107
H  8.217  -3.354  0.625  0.110
H  10.018  -3.442  -0.907  0.071
H  8.745  -2.940  -1.878  0.073
H  9.882  -1.738  -1.281  0.068
H  6.122  -0.091  -1.201  0.086
H  7.780  -0.426  -1.672  0.106
H  8.620  0.573  0.448  0.075
H  6.976  0.645  1.076  0.062
H  7.440  1.640  -0.197  0.053
C  -0.196  -4.729  1.817  -0.076
C  0.526  -6.066  1.657  -0.244
N  0.337  -6.744  0.370  -0.189
C  -1.019  -7.228  0.062  -0.245
C  -1.297  -7.328  -1.417  -0.086
C  1.412  -7.693  0.159  -0.274
C  1.601  -8.682  1.268  -0.098
H  -1.280  -4.834  1.861  0.062
H  0.015  -3.987  1.047  0.039
H  0.114  -4.230  2.735  0.055
H  1.601  -5.976  1.811  0.096
H  0.227  -6.781  2.423  0.106
H  -1.759  -6.604  0.565  0.100
H  -1.171  -8.215  0.499  0.106
H  -0.756  -8.177  -1.834  0.068
H  -0.980  -6.460  -1.995  0.049
H  -2.377  -7.416  -1.530  0.077
H  1.195  -8.234  -0.762  0.109
H  2.342  -7.140  0.022  0.110
H  2.103  -8.243  2.130  0.063
H  0.656  -9.009  1.702  0.074
H  2.208  -9.498  0.877  0.078
C  -5.865  -1.107  -1.418  -0.082
C  -5.271  -1.847  -2.578  -0.286
N  -4.506  -3.048  -2.287  -0.178
C  -4.113  -3.746  -3.579  -0.222
C  -5.292  -4.049  -4.484  -0.102
C  -3.332  -2.740  -1.498  -0.238
C  -2.850  -4.093  -0.828  -0.043
H  -6.320  -1.788  -0.699  0.087
H  -6.682  -0.483  -1.780  0.059
H  -5.103  -0.469  -0.970  0.048
H  -6.119  -2.205  -3.162  0.098
H  -4.698  -1.209  -3.250  0.119
H  -3.364  -3.166  -4.119  0.097
H  -3.491  -4.631  -3.442  0.105
H  -6.090  -4.509  -3.901  0.081
H  -5.745  -3.224  -5.034  0.064
H  -4.965  -4.698  -5.296  0.073
H  -3.649  -2.008  -0.754  0.085
H  -2.587  -2.267  -2.137  0.095
H  -2.348  -4.647  -1.621  0.045
H  -3.661  -4.675  -0.389  0.083
H  -2.131  -3.762  -0.078  0.043
C  3.559  0.163  -3.466  -0.063
C  3.836  0.372  -4.962  -0.240
N  5.267  0.571  -5.160  -0.173
C  5.458  0.743  -6.607  -0.257
C  6.892  1.186  -7.023  -0.066
C  6.169  -0.444  -4.594  -0.249
C  5.983  -1.800  -5.201  -0.087
H  2.509  0.155  -3.172  0.062
H  4.116  0.865  -2.844  0.049
H  3.937  -0.835  -3.244  0.056
H  3.524  -0.435  -5.625  0.099
H  3.243  1.234  -5.271  0.105
H  5.276  -0.180  -7.156  0.091
H  4.741  1.443  -7.036  0.113
H  6.833  1.431  -8.084  0.071
H  7.146  2.075  -6.447  0.052
H  7.663  0.425  -6.903  0.065
H  5.935  -0.545  -3.534  0.081
H  7.230  -0.198  -4.614  0.115
H  6.770  -2.476  -4.864  0.082
H  6.167  -1.859  -6.274  0.063
H  4.978  -2.141  -4.955  0.067
C  -5.181  2.938  -1.783  -0.083
C  -6.644  2.905  -1.497  -0.267
N  -7.596  3.349  -2.544  -0.167
C  -7.461  2.432  -3.683  -0.237
C  -8.376  2.791  -4.921  -0.076
C  -9.009  3.390  -2.066  -0.246
C  -9.131  4.342  -0.901  -0.086
H  -4.970  2.353  -2.679  0.046
H  -4.566  2.468  -1.015  0.059
H  -4.912  3.964  -2.031  0.083
H  -7.000  1.950  -1.110  0.098
H  -6.736  3.649  -0.706  0.089
H  -6.443  2.502  -4.067  0.080
H  -7.598  1.408  -3.336  0.104
H  -8.211  3.800  -5.299  0.072
H  -8.132  2.260  -5.841  0.061
H  -9.424  2.603  -4.688  0.055
H  -9.282  2.366  -1.813  0.115
H  -9.689  3.659  -2.874  0.100
H  -8.720  3.832  -0.030  0.039
H  -10.180  4.398  -0.608  0.075
H  -8.702  5.329  -1.074  0.090
C  -2.267  0.728  -0.297  -0.066
C  -0.827  0.149  -0.446  -0.207
N  -0.026  0.236  0.792  -0.152
C  -0.510  -0.753  1.746  -0.230
C  0.098  -0.585  3.133  -0.077
C  1.373  0.042  0.464  -0.242
C  1.929  1.361  -0.071  -0.065
H  -2.710  0.882  -1.281  0.054
H  -2.306  1.701  0.193  0.037
H  -2.839  0.005  0.283  0.042
H  -0.957  -0.891  -0.746  0.098
H  -0.375  0.693  -1.275  0.089
H  -0.182  -1.749  1.450  0.097
H  -1.586  -0.746  1.921  0.112
H  -0.320  -1.271  3.870  0.066
H  0.040  0.446  3.485  0.070
H  1.169  -0.786  3.152  0.039
H  2.015  -0.248  1.296  0.087
H  1.477  -0.800  -0.219  0.098
H  1.679  1.431  -1.129  0.046
H  1.638  2.273  0.450  0.061
H  3.011  1.421  0.048  0.054
C  -2.920  3.394  4.118  -0.064
C  -3.108  3.406  2.583  -0.225
N  -2.294  4.448  1.913  -0.154
C  -0.925  3.991  1.768  -0.267
C  -0.091  5.246  1.552  -0.080
C  -2.867  4.729  0.541  -0.235
C  -4.021  5.755  0.586  -0.069
H  -3.647  2.720  4.570  0.053
H  -3.170  4.336  4.605  0.080
H  -1.923  3.090  4.438  0.043
H  -2.919  2.477  2.044  0.094
H  -4.160  3.625  2.403  0.090
H  -0.521  3.406  2.594  0.097
H  -0.776  3.290  0.947  0.088
H  0.883  4.962  1.154  0.047
H  -0.478  6.004  0.871  0.069
H  0.138  5.765  2.483  0.071
H  -3.130  3.828  -0.013  0.072
H  -2.101  5.167  -0.100  0.093
H  -3.583  6.622  1.080  0.072
H  -4.825  5.505  1.278  0.049
H  -4.442  6.000  -0.389  0.068
C  0.377  -5.602  6.225  -0.095
C  1.370  -4.471  6.498  -0.261
N  1.899  -3.913  5.234  -0.166
C  2.180  -2.496  5.482  -0.268
C  3.247  -2.313  6.554  -0.080
C  2.927  -4.795  4.609  -0.221
C  3.380  -4.106  3.338  -0.098
H  0.190  -6.042  7.205  0.072
H  0.595  -6.403  5.519  0.061
H  -0.583  -5.223  5.874  0.059
H  0.824  -3.732  7.084  0.100
H  2.120  -4.921  7.149  0.109
H  2.464  -1.951  4.583  0.081
H  1.282  -1.913  5.686  0.088
H  2.987  -2.618  7.567  0.068
H  4.146  -2.865  6.280  0.071
H  3.566  -1.288  6.744  0.067
H  2.349  -5.695  4.399  0.095
H  3.728  -5.019  5.314  0.111
H  4.016  -4.716  2.696  0.075
H  3.987  -3.267  3.678  0.063
H  2.571  -3.710  2.724  0.064
C  3.400  5.412  -2.784  -0.073
C  4.923  5.473  -2.520  -0.237
N  5.775  4.257  -2.659  -0.174
C  5.909  3.861  -4.055  -0.242
C  7.103  4.752  -4.601  -0.070
C  5.293  3.083  -1.878  -0.227
C  5.333  3.383  -0.326  -0.072
H  3.072  4.484  -2.317  0.047
H  3.213  5.319  -3.854  0.058
H  2.815  6.223  -2.351  0.076
H  5.362  6.355  -2.987  0.103
H  5.035  5.818  -1.492  0.096
H  6.162  2.823  -4.269  0.084
H  4.990  4.048  -4.612  0.103
H  7.377  4.330  -5.568  0.045
H  6.851  5.812  -4.589  0.058
H  8.027  4.583  -4.048  0.067
H  5.968  2.260  -2.114  0.094
H  4.305  2.768  -2.215  0.079
H  6.262  3.916  -0.123  0.084
H  5.256  2.480  0.280  0.029
H  4.453  3.965  -0.054  0.055
C  -7.247  3.353  2.347  -0.096
C  -6.961  1.920  1.996  -0.245
N  -7.087  1.039  3.187  -0.170
C  -8.420  1.044  3.765  -0.248
C  -8.475  0.586  5.255  -0.080
C  -6.506  -0.313  3.069  -0.246
C  -5.042  -0.317  2.754  -0.105
H  -6.782  3.574  3.307  0.086
H  -8.299  3.638  2.323  0.066
H  -6.774  4.016  1.622  0.048
H  -7.448  1.525  1.105  0.104
H  -5.926  1.864  1.658  0.089
H  -9.028  0.375  3.155  0.106
H  -8.965  1.983  3.678  0.103
H  -8.100  -0.417  5.461  0.054
H  -9.466  0.613  5.709  0.064
H  -7.901  1.296  5.851  0.065
H  -6.579  -0.930  3.965  0.102
H  -6.975  -0.890  2.273  0.110
H  -4.804  0.066  1.762  0.041
H  -4.490  0.392  3.370  0.062
H  -4.565  -1.296  2.805  0.081
C  -2.023  -2.544  7.483  -0.059
C  -1.678  -1.169  6.858  -0.231
N  -2.131  0.094  7.574  -0.156
C  -1.519  1.224  6.883  -0.288
C  -1.845  2.569  7.412  -0.101
C  -3.593  0.098  7.768  -0.254
C  -4.558  -0.087  6.621  -0.087
H  -3.055  -2.795  7.239  0.064
H  -1.883  -2.419  8.557  0.080
H  -1.391  -3.331  7.072  0.041
H  -0.600  -1.061  6.739  0.085
H  -2.087  -1.071  5.853  0.093
H  -0.434  1.123  6.896  0.102
H  -1.889  1.230  5.857  0.095
H  -2.926  2.708  7.442  0.067
H  -1.484  2.801  8.414  0.081
H  -1.416  3.332  6.764  0.066
H  -3.846  1.055  8.224  0.099
H  -3.839  -0.646  8.526  0.107
H  -4.461  -1.028  6.080  0.063
H  -4.423  0.708  5.888  0.055
H  -5.595  -0.025  6.953  0.072
C  -0.738  -1.207  -4.879  -0.065
C  -0.032  -2.267  -5.682  -0.282
O  1.010  -2.855  -4.896  -0.204
P  1.111  -4.473  -4.772  0.493
O  -0.214  -5.090  -4.520  -0.241
O  1.941  -5.022  -6.067  -0.185
C  3.342  -4.739  -6.280  -0.237
C  3.519  -3.589  -7.319  -0.057
O  2.179  -4.725  -3.578  -0.193
C  1.916  -4.581  -2.200  -0.249
C  1.476  -3.175  -1.766  -0.059
H  -1.718  -1.020  -5.318  0.080
H  -0.919  -1.623  -3.888  0.064
H  -0.061  -0.354  -4.848  0.061
H  -0.811  -2.959  -6.001  0.110
H  0.406  -1.907  -6.613  0.117
H  3.825  -4.442  -5.350  0.095
H  3.815  -5.672  -6.584  0.119
H  3.146  -3.930  -8.285  0.078
H  3.075  -2.659  -6.966  0.055
H  4.574  -3.320  -7.373  0.058
H  1.180  -5.350  -1.964  0.097
H  2.829  -4.818  -1.654  0.117
H  2.238  -2.429  -1.990  0.060
H  0.514  -2.941  -2.224  0.063
H  1.381  -3.116  -0.681  0.056

***

[2]
ORCA calculation (ωB97M-V/def2-TZVPD) on 3 unconnected molecules or ions with the total composition C32H58F3I2N4O14S at a distorted geometry.

Values from the calculation:
Charge: +1

Last column: Löwdin charge in e.
Element x y z (Å)
C  4.341  3.222  0.365  -0.070
C  3.451  2.637  -0.738  -0.201
C  1.990  2.589  -0.313  -0.303
F  1.275  3.578  -0.999  0.008
N  1.245  1.373  -0.441  0.059
C  1.559  0.182  -1.033  -0.250
N  2.529  -0.601  -0.600  0.157
C  3.386  -0.155  0.519  -0.003
C  3.536  -1.203  1.635  -0.462
O  4.228  -2.170  1.524  0.164
O  2.822  -0.958  2.752  0.123
C  2.888  -1.991  -1.035  -0.255
F  2.208  -2.813  -0.162  0.045
C  2.822  -2.498  -2.461  -0.193
C  4.216  -2.526  -3.103  -0.104
N  0.646  -0.234  -2.012  -0.006
C  0.727  0.457  -3.319  -0.661
I  2.799  0.826  -3.903  1.086
C  0.024  1.807  -3.670  -0.781
C  -0.960  2.498  -2.740  -0.167
I  -0.975  1.523  -5.581  0.937
C  -0.710  -0.577  -1.454  -0.228
C  -1.702  -0.732  -2.605  -0.114
C  -3.032  -1.433  -2.270  -0.149
C  -4.246  -0.699  -2.843  -0.202
C  -5.552  -1.124  -2.169  -0.223
S  -6.363  -2.454  -3.047  0.602
O  -7.052  -3.266  -2.089  -0.269
O  -5.426  -3.057  -3.950  -0.268
O  -7.411  -1.694  -3.970  -0.139
C  -0.540  -1.994  -0.845  -0.145
O  -0.114  -2.854  -1.886  -0.135
N  -0.705  -4.191  -1.701  0.046
O  -1.096  -4.592  -2.704  0.132
C  -1.154  0.349  -0.244  -0.215
F  -1.485  -0.490  0.822  0.021
C  -2.445  1.193  -0.446  -0.147
O  -3.563  0.533  0.100  -0.167
C  -4.707  1.367  0.037  -0.074
C  -0.017  1.281  0.355  -0.145
C  0.309  0.909  1.802  -0.173
C  -0.704  1.473  2.814  -0.037
H  5.392  3.045  0.149  0.086
H  4.219  4.306  0.380  0.090
H  4.082  2.855  1.358  0.072
H  3.851  1.684  -1.071  0.051
H  3.516  3.303  -1.597  0.114
H  1.935  2.925  0.728  0.146
H  4.387  0.003  0.115  0.155
H  3.030  0.784  0.920  0.098
H  2.898  -0.031  3.014  0.124
H  3.932  -2.100  -0.737  0.142
H  2.525  -3.543  -2.358  0.128
H  2.066  -2.058  -3.094  0.070
H  4.761  -1.600  -2.934  0.047
H  4.795  -3.341  -2.670  0.088
H  4.125  -2.705  -4.171  0.082
H  0.476  -0.283  -4.069  0.020
H  0.756  2.544  -3.967  -0.006
H  -1.989  2.205  -2.925  0.040
H  -0.722  2.413  -1.687  0.050
H  -0.936  3.563  -2.971  0.088
H  -1.939  0.208  -3.101  0.053
H  -1.201  -1.333  -3.361  0.123
H  -3.190  -1.583  -1.204  0.110
H  -3.030  -2.416  -2.744  0.118
H  -4.142  0.384  -2.739  0.100
H  -4.313  -0.899  -3.912  0.121
H  -6.233  -0.272  -2.193  0.099
H  -5.443  -1.410  -1.126  0.107
H  -7.902  -1.059  -3.431  0.095
H  -1.473  -2.360  -0.432  0.125
H  0.170  -1.970  -0.018  0.120
H  -2.646  1.416  -1.490  0.080
H  -2.337  2.152  0.076  0.125
H  -4.818  1.841  -0.942  0.095
H  -4.677  2.129  0.819  0.099
H  -5.579  0.740  0.214  0.093
H  -0.421  2.291  0.388  0.110
H  0.488  -0.152  1.950  0.110
H  1.265  1.401  2.017  0.094
H  -1.624  1.800  2.334  0.076
H  -0.987  0.698  3.524  0.087
H  -0.274  2.291  3.387  0.083
C  -1.007  6.086  -0.622  -0.041
C  -0.586  5.251  0.568  -0.225
O  -0.827  5.923  1.808  0.046
C  -2.099  5.900  2.216  -0.614
O  -3.001  5.327  1.659  0.114
O  -2.186  6.590  3.343  0.016
C  -3.512  6.702  3.880  -0.023
H  -0.521  7.061  -0.589  0.091
H  -0.729  5.586  -1.551  0.065
H  -2.084  6.247  -0.624  0.082
H  0.484  5.076  0.542  0.106
H  -1.091  4.282  0.572  0.096
H  -3.969  5.722  3.988  0.096
H  -4.125  7.331  3.238  0.101
H  -3.400  7.168  4.853  0.097
C  1.999  -4.181  4.019  -0.057
C  3.438  -4.504  3.675  -0.218
O  4.046  -5.341  4.668  0.042
C  3.709  -6.629  4.606  -0.616
O  2.981  -7.130  3.789  0.123
O  4.326  -7.267  5.596  0.009
C  4.015  -8.661  5.690  -0.032
H  1.936  -3.745  5.017  0.085
H  1.588  -3.473  3.299  0.063
H  1.385  -5.080  4.007  0.078
H  4.037  -3.598  3.658  0.103
H  3.516  -4.974  2.695  0.124
H  4.180  -9.160  4.738  0.096
H  2.982  -8.797  6.005  0.099
H  4.684  -9.067  6.441  0.094

***

no.,calculated total energy (a.u.),frontier orbital gap (eV),HOMO (eV)
1,-4680.42265,8.6209,-8.01
2,-3819.26307,7.9886,-12.13